{"formula": "C35H80N4O6", "method": "wB97M-V/def2-TZVPD", "energy_ev": -55817.0472, "spin_multiplicity": 1, "fmax_ev_per_a": 9.9, "de_lowest_ev": 14.555, "orbital_gap_ev": 8.34, "charge": 0, "symbols": ["H", "C", "H", "H", "H", "C", "H", "O", "H", "H", "H", "H", "H", "C", "H", "H", "O", "H", "H", "H", "C", "H", "N", "H", "C", "H", "C", "H", "H", "H", "H", "H", "C", "H", "H", "H", "H", "H", "H", "N", "H", "H", "H", "H", "C", "C", "C", "H", "H", "H", "C", "H", "H", "H", "H", "H", "H", "H", "C", "H", "C", "C", "H", "H", "C", "C", "H", "H", "C", "H", "C", "H", "H", "H", "C", "O", "H", "C", "H", "H", "H", "C", "H", "C", "H", "H", "C", "H", "O", "H", "C", "H", "C", "C", "H", "H", "H", "C", "C", "N", "N", "H", "C", "H", "C", "H", "C", "O", "H", "C", "C", "H", "H", "C", "C", "H", "H", "O", "H", "H", "H", "H", "H", "H", "H"], "coordinates": [[23.95641, 4.98685, 6.15248], [22.45643, 5.01656, 4.63346], [22.11215, 3.21375, 2.99562], [26.82298, 7.25252, 8.86149], [25.27348, 9.91682, 10.71321], [23.25980, 10.82101, 11.92626], [25.31023, 11.37272, 6.86007], [21.73522, 10.22363, 9.30372], [22.37868, 11.04891, 2.97353], [22.57685, 12.36505, 0.40671], [25.04235, 8.97517, 3.71232], [22.52442, 11.44459, 12.43466], [23.39487, 12.37109, 4.77435], [24.28544, 8.53507, 3.06308], [23.49675, 3.97766, 2.08501], [23.90905, 10.02221, 7.21681], [27.16688, 12.89154, 3.86529], [25.07163, 13.02098, 6.11737], [24.97820, 10.35215, 8.95044], [24.46279, 4.53288, 4.51875], [26.04046, 13.56479, 1.56357], [21.78142, 13.17966, 7.40574], [18.79396, 9.22409, 1.82708], [25.58227, 9.44762, 3.63653], [24.04760, 11.97269, 2.09859], [21.43403, 8.57614, 5.21944], [24.29176, 12.54259, 10.45015], [28.21192, 8.17951, 8.34657], [26.90074, 9.98645, 4.43849], [19.63491, 13.19246, 10.39405], [25.26090, 8.90375, 7.39521], [25.28603, 6.72988, 5.02173], [24.55229, 10.17667, 9.93832], [25.51893, 14.43870, 1.95395], [20.88650, 12.76234, 11.58772], [21.91803, 5.77056, 5.20765], [20.46041, 6.51775, 3.54467], [23.85846, 11.44793, 1.16212], [19.08249, 10.58837, 3.27017], [22.81631, 6.62313, 2.68415], [25.26278, 6.30067, 1.30841], [21.08544, 13.00211, 0.37000], [23.71254, 7.43294, 5.21740], [21.32914, 9.67142, 6.55721], [23.48232, 13.75253, 10.78709], [23.51579, 11.21486, 10.42345], [20.51552, 12.57748, 10.57959], [22.99087, 9.76745, 11.85013], [21.10647, 8.30943, 2.71476], [18.58545, 8.46835, 2.46386], [21.81478, 12.68721, 1.11633], [27.30917, 10.83961, 2.09782], [25.63484, 13.55521, 0.55190], [20.04118, 4.73545, 3.34437], [25.23146, 12.45056, 10.99474], [21.78932, 14.81762, 10.12265], [26.64960, 11.39142, 0.64376], [24.52054, 8.90180, 2.06392], [22.18134, 5.34970, 3.19213], [22.46791, 9.92383, 5.18159], [19.70337, 10.00269, 2.59223], [20.66991, 9.08777, 3.34062], [23.88256, 8.09579, 6.27048], [20.49076, 11.94383, 7.79036], [26.19223, 9.14896, 7.90569], [22.45802, 4.06172, 2.40449], [21.07330, 10.17843, 0.87950], [25.47875, 5.09601, 2.43552], [23.86101, 11.40291, 4.59146], [22.25898, 13.54431, 1.62246], [25.38549, 11.44971, 4.66880], [19.80332, 11.32363, 0.73031], [23.38647, 9.05852, 3.38860], [22.99453, 13.55959, 11.74257], [25.56326, 12.05084, 6.04506], [21.27555, 11.82519, 2.08073], [23.97229, 9.25450, 9.97431], [22.39582, 13.99798, 9.73735], [23.54676, 12.93389, 2.21408], [20.19522, 11.54309, 10.70429], [20.33546, 13.69712, 8.07912], [27.17483, 7.95031, 8.10163], [23.24436, 6.31754, 0.86759], [22.99998, 8.45176, 6.80192], [22.63579, 7.58758, 7.35749], [17.94517, 9.65780, 1.49308], [20.64268, 5.58269, 3.01500], [22.13341, 4.02769, 4.95889], [26.68693, 9.98692, 6.93460], [24.21799, 10.98545, 12.41914], [25.58826, 12.24703, 2.28700], [27.65596, 12.07626, 3.99838], [22.03872, 9.20164, 5.87610], [25.37677, 6.18009, 2.38570], [21.52287, 9.56840, 3.81975], [22.97504, 14.26894, 8.85463], [20.18097, 8.63093, 4.20105], [20.43661, 10.83597, 1.47142], [21.01550, 12.84567, 8.10568], [25.88572, 12.43739, 3.69408], [22.42493, 11.40485, 9.43618], [24.15758, 14.60815, 10.78122], [23.87055, 5.24259, 5.09639], [25.85992, 10.09513, 1.50628], [26.34642, 11.06167, 1.63747], [21.87753, 4.05702, 1.48194], [24.21607, 7.02075, 3.09501], [23.53875, 9.32647, 7.76492], [23.43398, 10.70601, 5.31261], [25.82185, 9.93112, 4.58359], [21.54556, 12.62773, 9.51219], [26.28245, 6.67019, 2.74299], [26.61752, 12.28080, 6.19916], [23.45550, 11.07975, 3.13960], [24.26062, 6.67629, 4.65598], [20.38573, 5.62080, 1.95641], [23.55927, 10.01969, 2.90805], [22.54948, 6.78506, 1.33683], [25.80508, 9.34333, 5.50137], [25.96616, 9.72412, 8.80357], [27.18402, 7.40506, 7.15785], [22.26251, 9.80101, 8.62184], [27.10927, 13.76762, 1.63144], [26.89863, 9.46874, 6.15469], [24.59497, 12.66030, 9.40981]], "atomic_forces_ev_per_a": [[0.252, 0.456, 0.044], [-0.139, 1.645, 1.606], [0.346, -0.081, -0.133], [-0.132, -0.038, 0.055], [0.578, 0.886, -0.031], [-0.438, 0.170, -1.545], [-0.459, 0.617, -0.383], [-2.048, -0.322, 0.751], [0.901, 0.743, 0.941], [-0.006, -0.858, 0.474], [-7.054, -6.939, -0.232], [-0.196, -0.309, -0.088], [0.306, 0.290, 0.454], [-1.140, -4.350, -2.489], [0.168, -0.375, 0.330], [0.002, 0.804, 0.350], [0.971, -0.438, 0.747], [-0.357, -0.159, -0.172], [-1.697, 1.157, 1.545], [0.618, -0.092, 0.236], [-1.301, -0.288, 0.126], [0.311, -0.713, 0.046], [-0.392, -2.366, -0.267], [6.539, 6.465, 0.634], [2.133, 0.542, 1.541], [0.655, -0.563, 1.081], [0.103, -0.341, -1.508], [-0.157, 0.591, 0.008], [0.893, 0.100, 0.069], [0.136, 0.092, -0.059], [0.435, -1.611, 1.450], [0.463, 0.688, -0.304], [-2.474, -0.041, 1.378], [0.041, -0.057, 0.671], [0.288, 0.604, -0.097], [-0.658, -0.104, 0.353], [-0.702, -0.303, -0.136], [0.481, 0.624, -0.120], [0.787, 0.811, 0.349], [0.380, -0.809, 2.243], [0.408, 0.562, -0.264], [-0.981, 0.414, 0.407], [-0.075, -1.179, -1.568], [-0.168, 0.455, -0.209], [-0.351, -0.074, 0.204], [1.586, 1.658, 1.215], [-0.984, -1.316, 1.041], [-0.228, 0.000, 0.867], [-0.278, 0.081, -0.207], [-0.816, -0.523, -0.548], [-1.069, 1.583, -1.452], [0.116, 0.126, 0.383], [0.576, -0.355, -0.389], [0.159, 0.044, 0.694], [-0.192, -0.054, 0.396], [-0.438, -0.142, -0.543], [-0.147, -0.173, -0.258], [-0.288, -0.213, -0.250], [-1.164, -0.930, -1.497], [-0.623, -0.959, 0.966], [0.932, 1.612, -1.593], [-0.174, 0.451, -0.220], [-0.333, 0.416, 0.757], [-0.024, 0.098, -0.437], [1.661, -2.239, -0.465], [0.253, 0.409, -1.020], [0.038, -0.538, 0.079], [-0.492, 0.048, 1.053], [-0.234, 0.645, -2.591], [-0.890, 0.122, -0.357], [-1.714, -0.010, 1.435], [-0.659, 0.026, 0.295], [-0.169, -3.138, 0.613], [0.211, 0.583, 0.404], [1.534, 0.955, 0.536], [-1.777, 0.675, -1.793], [0.211, -0.345, -0.803], [1.083, -2.174, 0.925], [0.902, -0.336, -0.252], [-0.456, -0.156, -0.367], [-0.438, -0.107, 0.274], [-1.140, -0.006, 0.019], [0.194, -0.332, -0.445], [0.786, 0.193, -0.576], [-0.618, 0.072, -0.246], [0.090, 0.289, 0.343], [0.893, -0.089, 0.011], [-0.413, 0.058, -0.464], [3.349, 1.410, 0.430], [-0.087, -0.370, 0.148], [-0.187, -0.432, -0.840], [0.977, -0.117, -0.022], [-1.040, -1.548, 0.946], [-0.906, 1.718, -0.356], [-0.797, 0.506, -1.014], [-0.565, 0.115, -0.387], [-0.620, -0.190, -0.451], [0.560, 0.152, 1.491], [-0.918, -0.096, -0.025], [-2.766, -0.520, 0.009], [2.010, 1.673, 0.994], [-0.177, 0.219, 0.595], [-0.219, 0.139, -2.003], [-0.371, 0.348, 0.223], [1.026, 0.262, -0.603], [-0.012, -0.009, -0.114], [-1.252, -2.877, 1.948], [-1.505, 0.375, -0.537], [1.406, 1.019, -0.263], [4.389, 3.917, 0.127], [2.024, 1.972, -0.949], [0.323, -0.242, -0.401], [0.081, -0.070, 0.310], [-0.525, -1.254, 1.026], [0.655, -0.989, -0.268], [0.192, 0.655, -0.023], [0.904, 3.591, -0.691], [0.097, 0.378, -0.491], [-2.287, -0.178, -1.422], [1.933, -1.354, -1.086], [0.111, -0.209, -0.124], [0.198, -0.365, -0.422], [-0.149, -0.295, -0.294], [1.073, 0.152, 0.858], [0.334, 0.208, -0.340]], "mulliken_charge": [0.4625, -1.4803, 0.4154, 0.4083, 0.5961, -1.7363, 0.0046, -0.7545, 1.2695, 0.3582, -1.2093, 0.3297, 0.9685, 0.0210, 0.2809, -0.3580, -0.5215, 0.4368, -0.4851, 0.4320, -2.1352, 0.2176, -0.7200, 0.2510, -2.6661, -0.6341, -0.9886, 0.3221, 1.0915, 0.4594, -0.3048, 0.6534, -1.7440, 0.4262, 0.2862, 0.3041, 0.3500, 0.5668, 0.3618, 1.4740, 0.4939, 0.4740, -1.5654, 0.3899, -0.9370, 1.3366, -1.8474, 0.4490, 0.3368, 0.2394, -0.9218, 0.3040, 0.4447, 0.4222, 0.5238, 0.3709, 0.4637, 1.0425, 1.2023, 1.3707, 0.4348, -1.0174, 0.0440, 0.3999, 1.3714, -1.8423, 0.3813, 0.2844, -0.9649, 0.2503, 1.1038, 0.4695, -0.1969, 0.3601, -1.3930, -0.4034, 0.2814, -1.1206, 0.5084, 0.3397, 0.4906, -1.6865, 0.3117, 0.4299, 0.6151, 0.2397, -1.7268, 0.5579, -0.5027, 0.4017, 1.6057, 0.4530, -1.3129, -1.7944, -0.9791, 0.3531, 1.4394, -1.2333, -1.8699, 0.3593, 1.3308, 0.4633, -1.2758, 0.3919, -1.7334, 0.4011, 0.5332, 0.1884, -0.8587, -0.4471, 1.4281, 0.4088, 0.6452, 1.6633, -0.1501, 0.4513, -1.2796, -0.5094, -1.0601, 0.4738, 0.3371, 0.3603, 0.4044, 0.7943, -0.0057]}